[1]
Density functional theory data (ωB97M-V/def2-TZVPD) for a 2-piece molecular cluster, C8H10FNO2S overall.

Output
**Frontier orbital gap**: 8.084 eV
**Energy relative to the best compared isomer or geometry (same formula, charge and spin)**: 260.6 kJ/mol
**Molar mass**: 203.2 g/mol

Structure (ORCA input):
```
! wB97M-V def2-TZVPD RIJCOSX def2/J DEFGRID3
* xyz 0 1
C -1.38 1.87 0.96
C -1.92 0.77 1.62
C -0.90 1.56 -0.27
C -1.95 -0.55 1.04
C -0.85 0.29 -0.88
C -1.41 -0.83 -0.18
C 3.20 1.45 -0.76
C -1.40 -2.21 -0.86
N 2.51 0.37 -0.13
O 2.10 -1.49 1.28
O -0.12 -2.70 -0.88
F -2.30 -3.08 -0.24
S 3.10 -0.45 1.08
H -1.54 2.89 1.35
H -2.53 0.71 2.51
H -0.41 2.37 -0.95
H -2.43 -1.37 1.55
H -0.34 0.02 -1.78
H 2.90 1.28 -1.75
H 2.81 2.27 -0.29
H 4.23 1.27 -0.44
H -1.71 -2.03 -1.96
H 0.35 -2.39 -0.03
*
```

[2]
Density functional theory data (ωB97M-V/def2-TZVPD) for C3H3F3I2O2 as an isolated structure.

Output
**Frontier orbital gap**: 7.974 eV
**Energy relative to the best compared isomer or geometry (same formula, charge and spin)**: 381.6 kJ/mol
**Molar mass**: 381.9 g/mol

Structure (ORCA input):
```
! wB97M-V def2-TZVPD RIJCOSX def2/J DEFGRID3
* xyz 0 1
C -1.09 0.89 -2.00
C 0.34 -0.64 0.66
C 1.58 -0.34 1.53
O 0.74 -1.31 -0.40
O -0.70 -0.14 0.93
F 2.38 -1.41 1.81
F 2.32 0.62 0.94
F 1.26 0.10 2.77
I -2.41 1.75 -0.40
I -1.65 -1.20 -2.53
H -1.42 1.36 -3.03
H -0.05 -1.22 -1.14
H -1.31 1.54 0.86
*
```

Please write out number 1 again, unchanged.
Density functional theory data (ωB97M-V/def2-TZVPD) for a 2-piece molecular cluster, C8H10FNO2S overall.

Output
**Frontier orbital gap**: 8.084 eV
**Energy relative to the best compared isomer or geometry (same formula, charge and spin)**: 260.6 kJ/mol
**Molar mass**: 203.2 g/mol

Structure (ORCA input):
```
! wB97M-V def2-TZVPD RIJCOSX def2/J DEFGRID3
* xyz 0 1
C -1.38 1.87 0.96
C -1.92 0.77 1.62
C -0.90 1.56 -0.27
C -1.95 -0.55 1.04
C -0.85 0.29 -0.88
C -1.41 -0.83 -0.18
C 3.20 1.45 -0.76
C -1.40 -2.21 -0.86
N 2.51 0.37 -0.13
O 2.10 -1.49 1.28
O -0.12 -2.70 -0.88
F -2.30 -3.08 -0.24
S 3.10 -0.45 1.08
H -1.54 2.89 1.35
H -2.53 0.71 2.51
H -0.41 2.37 -0.95
H -2.43 -1.37 1.55
H -0.34 0.02 -1.78
H 2.90 1.28 -1.75
H 2.81 2.27 -0.29
H 4.23 1.27 -0.44
H -1.71 -2.03 -1.96
H 0.35 -2.39 -0.03
*
```